Entry 1:
This record from the OMol25 dataset describes C43H36BrNdO2P2 as an isolated structure. The level of theory is ωB97M-V/def2-TZVPD.

As for the energy: -5628.300546 Ha. For the energy above the lowest of the compared OMol25 structures with the same formula, charge and spin, the calculation gives 0.000 eV. The calculation puts the highest occupied orbital energy (spin up / spin down) at -0.499 / -0.499 Eh. The expectation value of S² is 3.7571. The calculation puts the gap between HOMO and LUMO (spin up / spin down) at 7.269 / 7.614 eV.

ORCA input file:
```
! wB97M-V def2-TZVPD RIJCOSX def2/J DEFGRID3
* xyz 2 4
C 0.699 -1.227 -4.079
C -0.318 -1.714 -3.245
C -1.638 -1.765 -3.737
C -1.912 -1.479 -5.073
C -0.864 -1.135 -5.936
C 0.438 -0.999 -5.419
P 0.056 -1.956 -1.496
C -1.300 -3.043 -0.901
C -2.406 -2.521 -0.190
C -3.385 -3.436 0.219
C -3.320 -4.783 -0.150
C -2.225 -5.279 -0.874
C -1.202 -4.399 -1.236
Nd -0.545 0.034 0.376
P 0.051 1.829 -1.746
C -1.322 1.985 -2.911
C -1.112 2.278 -4.263
C -2.186 2.265 -5.149
C -3.471 1.941 -4.702
C -3.670 1.628 -3.352
C -2.616 1.681 -2.449
C -0.219 3.119 -0.451
C 0.596 3.072 0.702
C 0.449 4.065 1.669
C -0.558 5.027 1.560
C -1.402 5.040 0.442
C -1.198 4.123 -0.593
C 1.618 2.235 -2.514
C 2.662 1.309 -2.346
C 3.890 1.553 -2.942
C 4.105 2.728 -3.670
C 3.076 3.665 -3.792
C 1.829 3.433 -3.209
C 1.629 -2.854 -1.453
C 2.117 -3.598 -2.542
C 3.358 -4.252 -2.456
C 4.115 -4.137 -1.279
C 3.628 -3.388 -0.196
C 2.394 -2.753 -0.273
H 1.339 2.264 0.830
H 1.110 4.044 2.535
H -0.722 5.749 2.362
H -2.224 5.764 0.363
H -1.819 4.161 -1.499
H -0.117 2.503 -4.637
H -2.011 2.468 -6.204
H -4.304 1.911 -5.414
H -4.657 1.320 -3.011
H -2.795 1.465 -1.391
H 2.494 0.416 -1.743
H 4.693 0.835 -2.829
H 5.076 2.928 -4.126
H 3.245 4.594 -4.330
H 1.048 4.192 -3.291
H 1.542 -3.657 -3.476
H 3.726 -4.815 -3.326
H 5.095 -4.614 -1.227
H 4.218 -3.272 0.714
H 2.018 -2.161 0.571
H -2.586 -1.434 -0.017
H -4.216 -3.090 0.827
H -4.115 -5.479 0.130
H -2.152 -6.336 -1.148
H -0.320 -4.758 -1.785
H -2.445 -2.021 -3.058
H -2.949 -1.501 -5.439
H -1.107 -0.922 -6.982
H 1.318 -0.677 -5.990
H 1.700 -1.013 -3.714
H 0.024 0.908 -6.966
H 0.728 0.826 -6.675
Br -1.072 2.166 4.163
C -0.349 0.670 5.116
C -0.233 0.716 6.502
C 0.184 -0.417 7.202
C 0.529 -1.590 6.534
C 0.439 -1.684 5.151
C 0.080 -0.515 4.476
C -0.019 -0.464 3.016
O -1.181 -0.667 2.480
O 0.956 -0.088 2.248
H -0.460 1.655 7.002
H 0.210 -0.326 8.282
H 0.887 -2.424 7.121
H 0.606 -2.625 4.608
*
```

Here are the Löwdin charges for atoms 1 to 2, given in e: number 1, C, carries -0.12; number 2, C, carries -0.37

Entry 2:
This record from the OMol25 dataset describes C43H36Cl2N3O2PS2SiTi as an isolated structure. The level of theory is ωB97M-V/def2-TZVPD.

As for the energy: -5172.139434 Ha. For the energy above the lowest of the compared OMol25 structures with the same formula, charge and spin, the calculation gives 0.202 eV. The calculation puts the highest occupied orbital energy at -0.286 Eh. The calculation puts the gap between HOMO and LUMO at 6.990 eV.

ORCA input file:
```
! wB97M-V def2-TZVPD RIJCOSX def2/J DEFGRID3
* xyz 0 1
Ti 0.562 0.054 -0.522
C 3.202 3.420 -1.968
Si 3.293 1.563 -1.677
C 3.018 0.774 -3.329
C 4.985 0.963 -1.129
N 2.103 1.184 -0.379
C 2.355 1.814 0.873
C 3.449 2.650 1.124
C 3.687 3.204 2.373
C 2.826 2.944 3.425
C 1.701 2.165 3.204
C 1.475 1.648 1.947
O 0.298 0.946 1.632
C -0.634 0.788 2.669
C -0.716 -0.427 3.316
C -1.655 -0.562 4.332
C -2.467 0.502 4.694
C -2.346 1.724 4.042
C -1.418 1.873 3.022
H 4.175 3.904 -1.886
H 2.537 3.913 -1.258
H 2.828 3.609 -2.974
H 3.740 1.306 -3.956
H 2.025 0.916 -3.751
H 3.264 -0.286 -3.349
H 5.506 0.554 -1.995
H 4.877 0.156 -0.401
H 5.628 1.719 -0.688
H 4.150 2.866 0.343
H 4.557 3.829 2.515
H 3.009 3.348 4.410
H 1.011 1.972 4.015
H -0.071 -1.246 3.031
H -1.749 -1.511 4.839
H -3.190 0.384 5.488
H -2.966 2.562 4.328
H -1.282 2.814 2.506
S 1.380 -1.653 1.049
C 2.664 -2.437 0.160
C 3.720 -3.063 0.815
C 4.753 -3.643 0.093
C 5.839 -4.262 0.811
N 6.697 -4.761 1.385
C 4.737 -3.608 -1.305
C 3.679 -2.997 -1.962
C 2.647 -2.410 -1.240
S 1.283 -1.671 -2.052
C 5.803 -4.187 -2.081
N 6.637 -4.640 -2.726
H 3.749 -3.090 1.896
H 3.664 -2.975 -3.043
O -0.186 1.122 -3.135
C -0.502 0.208 -2.394
C -1.504 -0.838 -2.803
C -1.648 -1.276 -4.109
C -2.488 -2.350 -4.368
C -3.182 -2.967 -3.328
C -3.069 -2.497 -2.027
C -2.225 -1.427 -1.769
P -2.094 -0.506 -0.209
C -3.449 0.718 -0.420
C -3.668 1.693 0.550
C -4.703 2.603 0.427
C -5.534 2.564 -0.683
C -5.324 1.606 -1.660
C -4.291 0.687 -1.531
C -2.695 -1.657 1.062
C -3.808 -1.384 1.848
C -4.211 -2.287 2.823
C -3.515 -3.471 3.005
C -2.416 -3.758 2.204
C -2.007 -2.857 1.236
H -1.082 -0.799 -4.896
H -2.590 -2.725 -5.376
H -3.820 -3.814 -3.539
H -3.638 -2.958 -1.227
H -3.035 1.734 1.421
H -4.852 3.350 1.194
H -6.337 3.280 -0.787
H -5.963 1.568 -2.531
H -4.152 -0.045 -2.311
H -4.362 -0.465 1.714
H -5.073 -2.060 3.434
H -3.835 -4.175 3.760
H -1.873 -4.684 2.335
H -1.138 -3.082 0.625
Cl -2.508 3.656 -2.488
C -0.847 3.743 -1.929
Cl -0.604 2.846 -0.409
H -0.594 4.776 -1.710
H -0.195 3.284 -2.667
*
```

Here are the Löwdin charges for atoms 1 to 2, given in e: number 1, Ti, carries 0.51; number 2, C, carries -0.16

Entry 3:
This record from the OMol25 dataset describes C43H36ClO2P2Sm as an isolated structure. The level of theory is ωB97M-V/def2-TZVPD.

As for the energy: -3610.982153 Ha. For the energy above the lowest of the compared OMol25 structures with the same formula, charge and spin, the calculation gives 0.843 eV. The calculation puts the highest occupied orbital energy (spin up / spin down) at -0.494 / -0.494 Eh. The expectation value of S² is 8.7740. The calculation puts the gap between HOMO and LUMO (spin up / spin down) at 6.155 / 7.203 eV.

ORCA input file:
```
! wB97M-V def2-TZVPD RIJCOSX def2/J DEFGRID3
* xyz 2 6
C 0.549 -1.622 -3.457
C -0.485 -2.025 -2.579
C -1.841 -1.959 -2.977
C -2.200 -1.592 -4.280
C -1.172 -1.179 -5.142
C 0.164 -1.090 -4.702
P -0.078 -2.195 -0.809
C -1.352 -3.286 -0.134
C -2.338 -2.669 0.653
C -3.337 -3.463 1.216
C -3.338 -4.848 1.006
C -2.318 -5.459 0.271
C -1.298 -4.682 -0.287
Sm 0.341 -0.062 0.957
P 0.062 2.289 -0.733
C -1.293 2.295 -1.959
C -1.119 2.453 -3.354
C -2.242 2.343 -4.182
C -3.454 1.849 -3.697
C -3.610 1.566 -2.335
C -2.529 1.770 -1.487
C -0.192 3.613 0.512
C 0.712 3.642 1.592
C 0.423 4.405 2.725
C -0.738 5.200 2.740
C -1.608 5.224 1.641
C -1.343 4.417 0.531
C 1.788 2.620 -1.247
C 2.769 1.601 -1.159
C 3.917 1.700 -1.955
C 4.149 2.839 -2.733
C 3.190 3.862 -2.764
C 2.006 3.767 -2.027
C 1.520 -3.054 -0.607
C 2.120 -3.749 -1.676
C 3.419 -4.247 -1.543
C 4.113 -4.060 -0.340
C 3.492 -3.422 0.745
C 2.180 -2.943 0.632
H 1.649 3.071 1.547
H 1.100 4.363 3.588
H -0.949 5.805 3.618
H -2.489 5.867 1.650
H -2.011 4.391 -0.326
H -0.124 2.644 -3.779
H -2.168 2.651 -5.229
H -4.274 1.620 -4.377
H -4.564 1.172 -1.952
H -2.628 1.489 -0.435
H 2.564 0.641 -0.623
H 4.626 0.866 -1.986
H 5.049 2.915 -3.347
H 3.322 4.720 -3.421
H 1.202 4.512 -2.097
H 1.590 -3.921 -2.611
H 3.916 -4.764 -2.363
H 5.140 -4.409 -0.212
H 3.998 -3.287 1.710
H 1.638 -2.520 1.507
H -2.294 -1.580 0.834
H -4.114 -2.970 1.810
H -4.144 -5.440 1.436
H -2.315 -6.543 0.140
H -0.474 -5.150 -0.829
H -2.608 -2.201 -2.237
H -3.242 -1.654 -4.636
H -1.444 -0.920 -6.170
H 0.922 -0.660 -5.357
H 1.616 -1.696 -3.144
H 0.929 0.369 -1.830
H 0.107 0.154 -1.697
Cl 0.373 0.183 9.557
C 0.236 0.115 7.852
C 0.105 -1.138 7.224
C 0.000 -1.201 5.837
C 0.017 -0.016 5.093
C 0.091 1.233 5.717
C 0.224 1.312 7.108
C -0.015 -0.032 3.628
O -0.108 -1.142 2.951
O 0.165 1.061 2.946
H 0.098 -2.050 7.813
H -0.104 -2.143 5.300
H 0.074 2.154 5.122
H 0.283 2.277 7.617
*
```

Here are the Löwdin charges for atoms 1 to 2, given in e: number 1, C, carries -0.14; number 2, C, carries -0.38

The records above yield max |F| values of 2.09, 0.85, 3.01 eV Å⁻¹, respectively.